# 1
Computed, not measured: 2 unconnected molecules or ions with the total composition CH6N2S2 at a distorted geometry, with wB97M-V/def2-TZVPD.

Its expectation value of S² is 0.7537. The value obtained for the HOMO-LUMO gap (spin up / spin down) is 3.9647 / 7.0076 eV. The calculation puts the HOMO energy (spin up / spin down) at -0.69 / -3.82 eV. As for the LUMO energy (spin up / spin down): 3.27 / 3.19 eV. The energy relative to the best compared isomer or geometry (same formula, charge and spin) is 0.0 kcal/mol. The value obtained for the total energy is -947.57895 Ha. Its multiplicity is 2. Its net charge is -1.

```
11
CH6N2S2 (wB97M-V/def2-TZVPD)
S 0.515 2.527 -1.102
S 0.257 4.217 -2.623
H -0.715 2.026 -1.236
H -0.410 5.101 -1.871
N 0.421 -1.028 0.829
C -0.146 -2.196 1.180
N -0.119 -3.237 0.447
H 0.616 -0.273 1.458
H 0.891 -0.976 -0.057
H -0.545 -2.215 2.192
H -0.765 -3.946 0.782
```


# 2
Computed, not measured: a molecular structure, C3H7N3 at a distorted geometry, with wB97M-V/def2-TZVPD.

The value obtained for the HOMO-LUMO gap is 7.9680 eV. The calculation puts the HOMO energy at -7.34 eV. As for the LUMO energy: 0.63 eV. The energy relative to the best compared isomer or geometry (same formula, charge and spin) is 93.7 kcal/mol. The value obtained for the total energy is -282.62485 Ha. Its multiplicity is 1.

```
13
C3H7N3 (wB97M-V/def2-TZVPD)
C -0.918 0.516 0.639
C 0.613 0.143 -0.183
N -1.295 -0.266 -0.502
N 1.331 -0.565 0.727
C 1.092 0.718 -1.298
N -1.233 0.208 1.822
H -2.002 -1.003 -0.400
H -1.408 0.220 -1.382
H 2.199 -1.002 0.452
H 1.030 -0.508 1.689
H -2.017 -0.458 1.892
H 2.155 0.871 -1.392
H 0.453 1.125 -2.064
```


# 3
Computed, not measured: a molecular structure, C19H11N2O4ReS6SeTe at a distorted geometry, with wB97M-V/def2-TZVPD.

Its expectation value of S² is 0.7723. The value obtained for the HOMO-LUMO gap (spin up / spin down) is 5.6986 / 6.3368 eV. The calculation puts the HOMO energy (spin up / spin down) at -4.55 / -4.78 eV. As for the LUMO energy (spin up / spin down): 1.15 / 1.56 eV. The energy relative to the best compared isomer or geometry (same formula, charge and spin) is 4.6 kcal/mol. The value obtained for the total energy is -6278.13032 Ha. Its multiplicity is 2. Its net charge is -1.

```
45
C19H11N2O4ReS6SeTe (wB97M-V/def2-TZVPD)
Re 0.287 0.014 0.506
O -6.115 -2.481 0.181
C -4.969 -2.119 0.257
S -4.336 -1.161 1.604
C -2.730 -0.935 0.942
C -2.481 -1.456 -0.273
S -0.923 -1.370 -1.024
S -3.791 -2.299 -1.057
S -1.499 -0.159 1.891
Se 1.492 1.196 2.267
C 3.117 1.928 1.583
C 4.226 2.013 2.417
C 5.393 2.582 1.943
N 5.541 3.074 0.705
C 4.465 2.985 -0.082
C 3.249 2.436 0.303
H 4.181 1.636 3.431
H 6.260 2.644 2.593
H 4.575 3.369 -1.091
H 2.422 2.401 -0.397
Te -0.561 1.902 -1.074
C -0.483 3.715 -0.037
C -0.264 4.937 -0.617
C -0.417 6.022 0.297
C -0.760 5.595 1.548
S -0.877 3.898 1.609
H 0.005 5.059 -1.659
H -0.269 7.062 0.039
H -0.921 6.193 2.433
O 1.389 -1.936 1.066
C 2.153 -1.818 0.079
N 2.136 -0.646 -0.559
S 2.979 -0.686 -1.977
O 4.128 0.162 -1.913
O 2.088 -0.587 -3.093
C 3.507 -2.360 -1.739
C 4.339 -3.106 -2.552
C 4.640 -4.395 -2.125
C 4.128 -4.907 -0.932
C 3.295 -4.137 -0.129
C 3.005 -2.856 -0.554
H 4.730 -2.715 -3.482
H 5.286 -5.017 -2.732
H 4.384 -5.914 -0.631
H 2.878 -4.513 0.796
```


# 4
Computed, not measured: a molecular structure, C30H29Cl3CrN5S2, with wB97M-V/def2-TZVPD.

Its expectation value of S² is 0.7701. The value obtained for the HOMO-LUMO gap (spin up / spin down) is 6.5923 / 7.2012 eV. The calculation puts the HOMO energy (spin up / spin down) at -7.19 / -7.38 eV. As for the LUMO energy (spin up / spin down): -0.60 / -0.18 eV. The energy relative to the best compared isomer or geometry (same formula, charge and spin) is 0.0 kcal/mol. The value obtained for the total energy is -4655.77222 Ha. Its multiplicity is 2.

```
70
C30H29Cl3CrN5S2 (wB97M-V/def2-TZVPD)
Cr -0.070 -0.494 0.329
C -0.925 -1.157 -2.428
N 0.217 -0.449 -1.805
C 1.447 -1.131 -2.344
C 2.788 -0.518 -2.004
N 3.267 -0.760 -0.655
C 4.313 0.178 -0.295
C 3.574 -2.127 -0.399
C 4.820 -2.655 -0.740
C 5.143 -3.974 -0.481
C 4.198 -4.795 0.124
C 2.956 -4.285 0.454
C 2.619 -2.948 0.205
S 1.004 -2.481 0.753
C 0.289 0.958 -2.203
C -0.044 1.374 -3.486
C 0.164 2.690 -3.874
C 0.730 3.590 -2.982
C 1.050 3.181 -1.698
C 0.816 1.869 -1.285
S 1.094 1.382 0.384
H -0.808 -1.218 -3.513
H -1.851 -0.643 -2.185
H -0.965 -2.163 -2.022
H 1.359 -1.096 -3.436
H 1.390 -2.176 -2.039
H 2.750 0.560 -2.162
H 3.502 -0.911 -2.750
H 5.163 0.184 -0.996
H 4.688 -0.058 0.700
H 3.885 1.182 -0.270
H 5.548 -2.006 -1.213
H 6.118 -4.360 -0.748
H 4.427 -5.830 0.341
H 2.221 -4.922 0.931
H -0.461 0.671 -4.194
H -0.107 3.004 -4.873
H 0.908 4.615 -3.280
H 1.461 3.886 -0.986
C -2.047 2.231 -0.048
N -1.859 0.772 0.079
C -2.988 0.136 0.174
C -2.996 -1.258 0.315
C -4.019 -2.212 0.351
C -3.374 -3.442 0.422
C -1.996 -3.173 0.425
N -1.761 -1.855 0.355
C -2.628 2.883 1.184
C -2.076 2.673 2.445
C -2.618 3.290 3.562
C -3.716 4.132 3.436
C -4.266 4.356 2.183
C -3.724 3.730 1.067
H -2.718 2.423 -0.890
H -1.103 2.703 -0.293
H -3.929 0.687 0.142
H -5.080 -2.013 0.328
H -3.823 -4.421 0.466
H -1.188 -3.884 0.471
H -1.205 2.037 2.537
H -2.181 3.119 4.538
H -4.137 4.610 4.310
H -5.121 5.010 2.074
H -4.163 3.897 0.090
Cl 0.008 1.052 5.605
C -0.709 -0.435 4.964
Cl 0.112 -1.848 5.625
Cl -2.439 -0.485 5.312
C -0.534 -0.439 3.511
N -0.399 -0.442 2.380
```